Entry 1:
ORCA calculation (ωB97M-V/def2-TZVPD) on a molecular structure, C34H57CuF3N2O2Si at a distorted geometry.

Results
Relative energy (zero: lowest compared OMol25 entry of this formula, charge and spin) ... 0.483 eV
HOMO level (alpha / beta) ... -8.30 / -8.14 eV
2S+1 ... 2
HOMO-LUMO gap (alpha / beta) ... 8.710 / 6.190 eV
E ... -103927.24598 eV

Last column: Löwdin spin population.
Element x y z (Å)
O -2.44136 -0.83362 -0.29864  0.00
O -2.32922 -0.26104 -3.19871  0.00
C -2.67351 -1.96844 0.56475  0.00
C -2.75280 -1.72737 2.06371  0.00
H -1.91357 -2.73688 0.34797  0.00
H -3.62594 -2.38426 0.19420  0.00
H -1.82380 -1.30897 2.47276  0.00
H -2.91557 -2.69310 2.57143  0.00
H -3.60046 -1.07342 2.30149  0.00
C -2.33127 0.51054 0.25621  0.00
C -3.56411 1.30742 -0.12419  0.00
H -1.41845 0.96401 -0.18759  0.00
H -2.17132 0.48185 1.34831  0.00
H -3.74148 1.26485 -1.20879  0.00
H -3.42978 2.35562 0.18246  0.00
H -4.45877 0.91630 0.38005  0.00
C -1.81622 0.65171 -4.18671  0.00
C -3.59171 -0.88245 -3.49682  0.00
C -1.85295 2.09372 -3.71878  0.00
H -2.36935 0.52591 -5.13829  0.00
H -0.75831 0.39866 -4.38489  0.00
H -2.88018 2.40325 -3.48092  0.00
H -1.46529 2.74235 -4.51843  0.00
H -1.20083 2.24056 -2.84428  0.00
C -4.71970 0.10920 -3.62884  0.00
H -3.79070 -1.58004 -2.67272  0.00
H -3.48670 -1.47386 -4.42107  0.00
H -4.77329 0.76820 -2.75816  0.00
H -5.67342 -0.41710 -3.71200  0.00
H -4.59036 0.70517 -4.53514  0.00
H -1.27002 -1.27466 -1.53152  0.00
N 1.45582 0.65721 3.33648  0.11
C 2.62940 1.13103 3.76535  0.00
C 3.69376 1.39233 2.89553  0.09
C 3.65759 1.43960 1.49358  0.00
C 2.79608 1.43163 5.23888  0.00
H 2.37059 0.61262 5.83961  0.00
H 2.27926 2.37205 5.49583  0.00
H 3.86460 1.52919 5.46569  0.00
C 4.82151 2.06934 0.75708  0.00
H 4.48640 2.78474 -0.00444  0.00
H 5.43068 1.29538 0.27137  0.00
H 5.46655 2.60586 1.46059  0.00
N 2.65493 0.90024 0.79777  0.10
C 0.26408 0.78989 4.09299  0.01
C -0.24068 -0.28850 4.84855  0.00
C 0.53560 -1.55782 4.99182  0.00
C -1.48432 -0.16007 5.47299  0.00
H -1.87143 -1.01763 6.02714  0.00
C -2.21415 1.02827 5.39842  0.00
H -3.18137 1.11128 5.90404  0.00
C -1.67545 2.11842 4.71383  0.00
H -2.20898 3.07165 4.67406  0.00
C -0.43600 2.02239 4.08340  0.00
C 0.17054 3.18339 3.36698  0.00
C 2.43874 1.03774 -0.60386  0.01
C 3.09172 0.14669 -1.50216  0.00
C 3.96062 -0.96513 -1.00066  0.00
C 2.98049 0.36736 -2.87186  0.00
H 3.50640 -0.29576 -3.56934  0.00
C 2.21629 1.41395 -3.36686  0.00
H 2.12526 1.55371 -4.44860  0.00
C 1.59526 2.30632 -2.49571  0.00
H 1.04860 3.15904 -2.90939  0.00
C 1.66847 2.12860 -1.11620  0.00
C 1.03759 3.14447 -0.21002  0.00
Cu 1.62366 -0.51289 1.70899  0.54
H 0.07436 -2.37361 4.42278  0.00
H 0.56880 -1.86895 6.04528  0.00
H 1.56270 -1.44445 4.64041  0.00
H 0.49395 2.89430 2.35883  0.00
H 1.05698 3.57159 3.88952  0.00
H -0.55376 3.99718 3.27854  0.00
H 4.25139 -1.63164 -1.82575  0.00
H 3.44559 -1.57636 -0.24879  0.00
H 4.89481 -0.59126 -0.56073  0.00
H 1.75531 3.48694 0.54877  0.00
H 0.13316 2.76195 0.29078  0.00
H 0.72771 4.02840 -0.78573  0.00
H 4.62718 1.69312 3.36524  0.01
C -0.20960 -1.41622 -1.87135  0.00
Si -0.10862 -2.75256 -3.20002  0.00
H 0.13621 -0.43138 -2.20936  0.00
H 0.40260 -1.73847 -1.00467  0.00
C -1.52995 -3.94182 -2.84947  0.00
C 1.60435 -3.48911 -3.05246  0.00
C -0.29725 -2.10809 -4.94326  0.00
H -0.30608 -2.96275 -5.63816  0.00
H 0.53309 -1.44095 -5.21073  0.00
H -1.24463 -1.55910 -5.04956  0.00
H -1.37654 -4.45615 -1.89288  0.00
H -1.56531 -4.68896 -3.65570  0.00
H -2.49045 -3.41212 -2.80983  0.00
H 1.89086 -3.55901 -1.99249  0.00
H 2.34708 -2.86749 -3.57297  0.00
H 1.63098 -4.49609 -3.48897  0.00
F 2.64064 -3.00169 2.33477  0.01
C 1.59754 -2.44055 1.61415  0.07
F 1.72860 -2.97892 0.33383  0.03
F 0.45062 -3.03650 2.10126  0.02

Entry 2:
ORCA calculation (ωB97M-V/def2-TZVPD) on a molecular structure, C34H57HgN4OP2 at a distorted geometry.

Results
Relative energy (zero: lowest compared OMol25 entry of this formula, charge and spin) ... 4.588 eV
HOMO level (alpha / beta) ... -7.97 / -8.82 eV
Total charge ... +1
HOMO-LUMO gap (alpha / beta) ... 5.081 / 6.552 eV
E ... -66932.40405 eV

Last column: Löwdin charge in e.
Element x y z (Å)
C -1.01951 -2.25352 -1.88648  -0.34
C 1.16382 -1.50518 -1.92341  -0.31
C -0.70184 -3.41754 -2.60766  -0.04
C 1.58502 -2.77416 -2.41871  -0.03
C 0.64431 -3.71470 -2.80485  -0.05
H -1.49953 -4.04396 -2.99589  0.11
H 2.64972 -2.95043 -2.53465  0.11
H 0.97992 -4.64074 -3.29881  0.12
N -0.11846 -1.33265 -1.53909  0.08
P -2.96672 -0.97602 -0.21090  0.99
P 2.67092 0.75757 -0.81673  1.18
C -2.50777 -1.94662 -1.68694  -0.26
H -2.81889 -1.42658 -2.61138  0.09
H -3.04640 -2.90617 -1.66866  0.08
C 0.10633 2.10469 1.52452  -0.24
O 0.00928 3.15419 1.02438  -0.04
C 2.19322 -0.48528 -2.01186  -0.26
H 3.15222 -0.97595 -2.35287  0.08
C 3.98295 1.53597 -1.94048  -0.61
C 3.47209 0.50309 1.01974  -0.61
C -4.17179 0.37876 -0.71364  -0.68
C -3.67468 -2.29406 0.91966  -0.69
C 3.57067 3.00611 -2.05866  -0.09
H 3.59118 3.51455 -1.08241  0.09
H 4.25499 3.53421 -2.74579  0.10
H 2.55552 3.08390 -2.46088  0.03
C 5.45229 1.42752 -1.49145  -0.09
H 5.67113 1.90185 -0.53169  0.06
H 5.79175 0.38462 -1.46845  0.08
H 6.07679 1.93330 -2.24616  0.10
C 3.96708 0.87282 -3.33409  -0.12
H 4.50407 1.49067 -4.06755  0.10
H 4.44468 -0.11448 -3.31848  0.09
H 2.94345 0.73638 -3.69094  0.02
C 3.88000 1.89346 1.53309  -0.08
H 3.00559 2.55174 1.61908  0.07
H 4.33183 1.79502 2.53465  0.10
H 4.61516 2.39107 0.88901  0.06
C 2.40978 -0.09303 1.94885  -0.14
H 1.50961 0.54081 1.99286  -0.02
H 2.10649 -1.09531 1.61922  0.06
H 2.80275 -0.17820 2.98004  0.10
C 4.65915 -0.47350 1.00616  -0.09
H 5.52647 -0.11433 0.44313  0.05
H 5.00080 -0.63231 2.04307  0.09
H 4.35946 -1.44942 0.60163  0.08
C -4.00351 -1.65154 2.26631  -0.08
H -4.46390 -2.40716 2.91368  0.10
H -3.10287 -1.29310 2.77338  0.06
H -4.70662 -0.81546 2.19478  0.07
C -2.60616 -3.36130 1.11852  -0.09
H -2.36879 -3.90311 0.20267  0.08
H -1.68599 -2.94399 1.52295  0.04
H -2.97314 -4.10239 1.83592  0.10
C -4.90886 -2.96761 0.31301  -0.08
H -5.16041 -3.83884 0.92784  0.10
H -5.79531 -2.33386 0.30258  0.06
H -4.74198 -3.33447 -0.70265  0.08
C -3.95878 0.74718 -2.19685  -0.10
H -4.34813 -0.03584 -2.86751  0.09
H -4.52039 1.67684 -2.40398  0.10
H -2.90042 0.93180 -2.42762  0.05
C -3.92997 1.65526 0.15352  -0.12
H -2.89834 2.03645 0.03346  0.03
H -4.62092 2.45013 -0.18849  0.10
H -4.11379 1.45988 1.22550  0.08
C -5.64756 -0.02732 -0.54272  -0.10
H -5.90069 -0.89905 -1.16885  0.09
H -5.91634 -0.21604 0.51081  0.08
H -6.26246 0.82377 -0.89320  0.10
Hg -1.02030 0.27428 0.50298  0.93
N 0.90992 1.65720 -1.38563  -0.04
C 1.04561 1.12872 -2.56212  -0.20
C 0.56119 1.80724 -3.91451  -0.55
C 1.48979 1.66226 -5.11844  -0.06
C -0.80801 1.25528 -4.24280  -0.06
C 0.38735 3.30274 -3.64612  -0.06
H 2.43746 2.21361 -5.01002  0.08
H 1.67503 0.62016 -5.41688  0.10
H 0.96590 2.15263 -5.95604  0.09
H -1.52834 1.63028 -3.51280  0.06
H -1.08076 1.68928 -5.21209  0.09
H -0.85544 0.16172 -4.29993  0.09
H -0.12074 3.67978 -4.53992  0.09
H -0.25908 3.44808 -2.77360  0.09
H 1.32512 3.86104 -3.53492  0.08
N 0.46442 -3.21868 6.62129  0.11
C 0.23774 -2.68537 5.38353  -0.31
C 0.65824 -3.35858 4.21159  -0.01
C 0.38309 -2.77659 2.98134  -0.18
N -0.26418 -1.60991 2.84405  -0.02
C -0.64292 -0.95034 3.95056  -0.17
C -0.42357 -1.44007 5.23871  -0.01
H 0.92527 -4.11728 6.72867  0.11
H 0.15152 -2.74644 7.46996  0.11
H 1.17744 -4.31016 4.27386  0.11
H 0.68742 -3.28015 2.06619  0.11
H -1.14056 0.01490 3.81259  0.10
H -0.76162 -0.87141 6.10899  0.11